(1)
The following is a DFT calculation (the ωB97M-V functional and the def2-TZVPD basis) of a molecular structure, C8H8S2.

Last column: Mulliken charge in e.
Atoms and positions in Å:
C  0.795  -1.212  -2.724  -0.5363
C  0.137  -0.390  -1.854  -0.4893
C  0.494  -2.484  -2.509  -0.3684
C  -0.394  -1.015  -0.789  0.7571
C  0.815  3.200  2.156  -0.6182
C  -1.422  -1.013  1.531  -0.6793
C  0.346  2.044  1.730  -0.1287
C  -1.028  -0.514  0.429  -0.2323
S  -0.462  -2.715  -0.992  -0.1632
S  -0.839  1.882  0.432  -0.1845
H  1.476  -0.858  -3.457  0.3918
H  0.219  0.593  -2.026  0.5278
H  0.793  -3.389  -3.063  0.3824
H  1.633  3.269  2.907  0.2398
H  0.286  4.185  1.905  0.1744
H  -1.825  -0.612  2.434  0.3304
H  -1.464  -2.127  1.763  0.1632
H  0.440  1.155  2.127  0.4333

Results
Molecular weight: 168.3 u
DFT total energy: -30091.5181 eV
Frontier orbital gap: 7.87 eV

---

(2)
The following is a DFT calculation (the ωB97M-V functional and the def2-TZVPD basis) of 2 unconnected molecules or ions with the total composition C4H11NO.

Last column: Mulliken charge in e.
Atoms and positions in Å:
C  -2.864  2.040  -0.066  -0.7839
C  -2.277  1.255  -1.246  -0.6286
H  -3.831  1.638  0.219  0.2564
H  -2.121  2.057  0.738  0.2646
H  -3.049  3.093  -0.275  0.2663
H  -2.979  0.856  -1.977  0.3227
H  -1.608  1.847  -1.882  0.2676
H  -1.559  0.507  -0.902  0.0316
C  1.962  -0.596  -0.883  -0.8570
C  1.502  -0.930  0.492  0.5759
O  1.850  -0.201  1.400  -0.5942
N  0.616  -1.949  0.739  -0.4226
H  1.506  0.388  -1.001  0.2318
H  1.772  -1.325  -1.665  0.3078
H  0.435  -2.140  1.712  0.2271
H  -0.143  -2.211  0.118  0.2189
H  3.027  -0.345  -0.894  0.3157

Results
Molecular weight: 89.1 u
SMILES: CC(N)=O.CC
DFT total energy: -7863.9990 eV
Frontier orbital gap: 10.53 eV

---

(3)
The following is a DFT calculation (the ωB97M-V functional and the def2-TZVPD basis) of a molecular structure, CGdO3.

Last column: Mulliken spin population.
Atoms and positions in Å:
O  0.403  -0.067  0.464  0.0599
Gd  2.779  0.360  -0.145  6.4217
C  -0.905  0.063  0.113  -0.0148
O  -1.777  0.770  -0.191  0.4534
O  -0.500  -1.127  -0.242  0.0797

Results
Expectation value of S²: 16.290
Molecular weight: 217.3 u
Spin multiplicity: 8
DFT total energy: -27969.1764 eV
Frontier orbital gap (spin up / spin down): 10.68 / 4.15 eV
Net charge: +3

---

(4)
The following is a DFT calculation (the ωB97M-V functional and the def2-TZVPD basis) of C6H10N2 in the gas phase.

Last column: Mulliken charge in e.
Atoms and positions in Å:
C  0.338  1.560  0.524  -0.9756
C  -0.516  1.486  -0.689  -0.4788
C  -1.817  -0.269  0.608  -1.4856
C  0.504  -0.873  -0.311  0.3985
C  1.778  -0.512  -0.202  0.1989
C  -0.498  0.149  0.006  0.6476
N  0.148  -2.212  -0.427  -0.5769
N  2.964  -0.620  -0.015  -0.6112
H  0.944  -2.838  -0.494  0.2378
H  -0.552  -2.392  -1.138  0.2070
H  3.397  0.242  0.325  0.2892
H  -0.072  1.923  1.458  0.2283
H  1.369  1.854  0.380  0.2468
H  -1.454  2.040  -0.650  0.2934
H  -0.026  1.555  -1.655  0.2726
H  -2.611  -0.224  -0.148  0.3098
H  -1.794  -1.283  1.013  0.4494
H  -2.103  0.414  1.414  0.3488

Results
Molecular weight: 110.2 u
SMILES: CC1(C(N)=C=N)CC1
DFT total energy: -9359.8339 eV
Frontier orbital gap (spin up / spin down): 7.02 / 7.02 eV

---

(5)
The following is a DFT calculation (the ωB97M-V functional and the def2-TZVPD basis) of a molecular structure, C8H6N2.

Last column: Mulliken charge in e.
Atoms and positions in Å:
C  -1.929  -1.323  -1.946  0.3717
C  0.760  -0.900  1.886  -0.4262
C  0.441  -1.713  0.761  -0.7367
C  0.457  0.402  1.589  -0.5626
C  -0.019  -0.842  -0.162  0.0797
C  -0.906  0.916  -1.740  -0.5314
C  -0.535  1.385  -0.546  -0.3066
C  -0.737  -0.557  -1.929  -0.0329
N  -2.900  -1.930  -1.932  -0.4487
N  -0.036  0.428  0.318  0.1649
H  1.176  -1.252  2.810  0.4150
H  0.554  -2.773  0.693  0.4579
H  0.569  1.297  2.170  0.3943
H  -1.307  1.525  -2.531  0.3800
H  -0.600  2.409  -0.218  0.4165
H  0.026  -0.876  -2.632  0.3651

Results
Molecular weight: 130.1 u
DFT total energy: -11370.8231 eV
Frontier orbital gap: 9.63 eV

---

(6)
The following is a DFT calculation (the ωB97M-V functional and the def2-TZVPD basis) of 2 unconnected molecules or ions with the total composition C2H8N2O2.

Last column: Mulliken charge in e.
Atoms and positions in Å:
N  -2.168  1.755  0.960  -0.4810
C  -1.566  0.488  1.088  -0.0786
O  -1.503  -0.202  -0.198  -0.5539
H  -3.165  1.840  1.091  0.1958
H  -1.671  2.568  1.276  0.1863
H  -2.055  -0.170  1.815  0.2374
H  -0.525  0.561  1.393  0.2275
H  -2.377  0.014  -0.547  0.2646
C  2.377  -0.909  -0.796  0.0851
N  1.209  -1.547  -0.398  -0.3787
O  2.465  0.283  -0.950  -0.4795
H  3.250  -1.551  -0.759  0.3352
H  0.617  -0.870  0.060  0.1982
H  0.651  -2.237  -0.869  0.2416

Results
Molecular weight: 92.1 u
SMILES: NC=O.NCO
DFT total energy: -9278.2383 eV
Frontier orbital gap: 10.62 eV

---

(7)
The following is a DFT calculation (the ωB97M-V functional and the def2-TZVPD basis) of a molecular structure, C37H46HgN2OP2Te.

Last column: Mulliken charge in e.
Atoms and positions in Å:
Hg  1.847  1.147  1.105  1.5492
C  5.007  3.155  1.009  -1.3891
P  4.063  1.965  -0.006  0.7169
C  5.247  0.604  -0.244  -1.2346
C  3.917  2.739  -1.657  0.2266
C  4.987  3.460  -2.192  -0.5424
C  4.900  4.045  -3.444  -0.7733
C  3.734  3.908  -4.185  -0.8149
C  2.667  3.192  -3.669  -0.6432
C  2.726  2.602  -2.403  0.3114
P  1.271  1.650  -1.747  0.8692
C  -0.156  2.621  -2.373  -1.5217
C  1.253  0.226  -2.904  -1.2295
H  6.021  3.323  0.645  0.4441
H  5.059  2.743  2.017  0.4084
H  4.470  4.102  1.047  0.3568
H  6.213  0.983  -0.581  0.4180
H  4.853  -0.098  -0.979  0.3235
H  5.337  0.080  0.710  0.4303
H  5.906  3.562  -1.624  0.2835
H  5.739  4.603  -3.843  0.3834
H  3.658  4.360  -5.167  0.3952
H  1.769  3.092  -4.268  0.2620
H  -0.192  2.687  -3.462  0.4694
H  -0.117  3.624  -1.947  0.4034
H  -1.069  2.134  -2.023  0.3543
H  1.369  0.548  -3.941  0.5610
H  0.309  -0.308  -2.783  0.1782
H  2.061  -0.460  -2.646  0.2590
N  0.968  3.523  1.192  -0.4269
C  0.286  4.103  1.910  -0.2426
C  -0.597  4.791  2.821  0.7113
C  -1.600  4.068  3.466  -0.2771
C  -2.455  4.724  4.337  -0.6495
C  -2.309  6.088  4.560  -0.3573
C  -1.304  6.802  3.919  -0.5340
C  -0.443  6.157  3.047  -0.4546
H  -1.697  3.005  3.287  0.4633
H  -3.235  4.168  4.842  0.4042
H  -2.983  6.597  5.239  0.3837
H  -1.190  7.864  4.099  0.3845
H  0.345  6.699  2.541  0.4604
C  2.392  -2.705  2.649  -0.9685
C  2.474  -1.231  2.260  0.4824
O  3.592  -0.644  2.392  -0.7129
N  1.328  -0.738  1.782  -0.6307
Te  0.009  -1.940  -0.297  0.8296
C  -1.153  -3.090  -1.734  -0.4826
C  -2.408  -2.681  -2.212  1.1353
C  -3.039  -1.356  -1.847  -1.3955
C  -3.126  -3.516  -3.075  -0.8728
C  -2.628  -4.737  -3.498  0.6585
C  -3.416  -5.633  -4.420  -1.5522
C  -1.365  -5.114  -3.051  -0.7813
C  -0.625  -4.320  -2.184  1.1134
C  0.741  -4.810  -1.754  -1.6080
C  -1.589  -1.907  1.104  0.2081
C  -2.193  -0.713  1.510  1.1759
C  -1.827  0.656  0.986  -0.1562
C  -3.196  -0.755  2.482  -1.0213
C  -3.610  -1.939  3.066  0.6573
C  -4.672  -1.962  4.137  -1.5445
C  -3.005  -3.118  2.641  -1.0470
C  -2.006  -3.127  1.675  0.8215
C  -1.412  -4.457  1.271  -1.2022
H  3.188  -2.940  3.352  0.3729
H  2.520  -3.317  1.752  0.1414
H  1.419  -2.938  3.084  0.2350
H  -2.281  -0.629  -1.561  -0.2393
H  -3.728  -1.461  -1.002  0.3174
H  -3.604  -0.958  -2.694  0.5400
H  -4.100  -3.189  -3.430  0.3313
H  -4.367  -5.177  -4.695  0.3520
H  -3.628  -6.593  -3.944  0.3268
H  -2.860  -5.839  -5.338  0.3420
H  -0.946  -6.060  -3.385  0.3494
H  0.956  -5.785  -2.193  0.4134
H  0.809  -4.894  -0.667  0.2088
H  1.528  -4.119  -2.065  0.2543
H  -1.097  0.607  0.181  -1.2512
H  -1.387  1.252  1.787  -0.0862
H  -2.716  1.182  0.626  0.5838
H  -3.667  0.179  2.786  0.2958
H  -4.991  -0.952  4.397  0.3498
H  -4.297  -2.443  5.042  0.3516
H  -5.552  -2.521  3.810  0.3263
H  -3.320  -4.062  3.078  0.3776
H  -1.846  -5.266  1.861  0.4317
H  -0.331  -4.460  1.416  0.1036
H  -1.599  -4.663  0.214  0.1445

Results
Molecular weight: 924.9 u
DFT total energy: -74187.8309 eV
Frontier orbital gap: 6.45 eV

---

(8)
The following is a DFT calculation (the ωB97M-V functional and the def2-TZVPD basis) of C10H15N3O in the gas phase.

Last column: Mulliken charge in e.
Atoms and positions in Å:
C  -3.430  2.753  0.592  -0.6747
C  -2.601  0.582  1.155  0.3964
C  -2.795  -0.816  1.289  -0.3420
C  -0.750  -1.509  0.593  -0.1974
C  -0.166  -0.164  0.418  0.9095
C  -1.132  0.935  0.875  -0.8763
C  1.468  0.887  -0.762  -0.8006
C  1.775  -0.167  -1.855  -0.6691
C  2.602  -1.907  -0.542  -0.4901
C  2.022  -0.980  0.656  -0.8879
H  -2.671  2.633  -0.324  0.2981
H  -4.299  3.313  0.435  0.3252
H  -2.853  3.403  1.420  0.2460
H  -3.781  -0.956  1.668  0.4009
H  -0.227  -2.528  -0.086  -0.0323
H  -0.702  2.002  0.929  0.3916
H  0.600  1.512  -1.064  0.3653
H  2.439  1.256  -0.675  0.5291
H  2.235  0.456  -2.634  0.4136
H  0.643  -0.597  -1.934  0.2691
H  3.137  -1.486  -2.547  0.2864
H  1.865  -2.787  -0.972  0.2123
H  3.421  -2.452  -0.223  0.4064
H  3.106  -0.558  1.008  0.3097
H  1.639  -1.571  1.454  0.5136
N  -1.916  -1.804  1.033  -0.5676
N  1.204  0.148  0.419  0.1077
N  2.826  -0.995  -1.622  -0.3709
O  -3.657  1.396  1.298  -0.4716

Results
Molecular weight: 193.2 u
SMILES: COc1cncc(N2CCNCC2)c1
DFT total energy: -17124.8288 eV
Frontier orbital gap: 8.43 eV

---

(9)
The following is a DFT calculation (the ωB97M-V functional and the def2-TZVPD basis) of a molecular structure, C22H31AuN3O9PS2Te.

Last column: Mulliken spin population.
Atoms and positions in Å:
Au  0.389  0.117  -0.857  0.4966
C  6.676  1.118  1.365  0.0007
O  6.076  0.131  2.192  0.0001
C  4.750  -0.066  2.078  -0.0031
C  4.220  -1.074  2.910  0.0077
C  2.886  -1.341  2.853  -0.0015
C  2.008  -0.656  1.977  -0.0224
C  0.602  -0.971  1.994  0.0044
C  0.034  -1.816  3.107  0.0105
O  -0.228  -0.580  1.146  0.0689
C  2.553  0.369  1.150  -0.0004
O  1.835  1.124  0.357  0.1580
C  3.933  0.641  1.222  0.0190
H  7.735  1.102  1.602  0.0000
H  6.268  2.108  1.579  -0.0001
H  6.533  0.883  0.309  -0.0003
H  4.885  -1.613  3.569  0.0009
H  2.490  -2.117  3.494  0.0009
H  0.287  -1.404  4.084  -0.0009
H  0.437  -2.828  3.057  0.0015
H  -1.045  -1.863  2.988  0.0000
H  4.308  1.419  0.573  0.0007
C  -4.682  -3.711  -1.154  0.0000
C  -4.789  -2.256  -0.768  0.0003
O  -3.465  -1.706  -0.656  0.0029
P  -2.923  -0.363  -1.313  0.0095
O  -1.478  -0.636  -1.700  0.0323
Te  -4.293  0.543  -2.983  0.0093
O  -2.825  0.653  -0.047  0.0025
C  -4.044  0.931  0.681  -0.0002
C  -4.251  2.423  0.780  0.0008
H  -5.675  -4.161  -1.178  0.0000
H  -4.070  -4.258  -0.437  0.0000
H  -4.233  -3.810  -2.142  0.0000
H  -5.271  -2.134  0.204  0.0002
H  -5.350  -1.688  -1.513  -0.0001
H  -3.940  0.463  1.661  0.0002
H  -4.889  0.473  0.162  0.0002
H  -3.427  2.908  1.307  -0.0010
H  -5.166  2.634  1.333  0.0003
H  -4.344  2.855  -0.218  -0.0004
N  -0.690  2.674  0.160  0.3077
C  -0.310  3.245  -0.968  0.1789
C  -1.190  3.164  -2.087  0.1047
C  -0.775  3.610  -3.296  0.0397
C  0.512  4.138  -3.444  0.1924
C  1.368  4.302  -2.321  0.0103
C  0.969  3.866  -1.094  0.1307
S  1.159  4.489  -5.068  -0.0141
O  1.603  5.860  -4.970  0.0264
O  0.049  4.222  -5.959  0.0029
O  2.224  3.491  -5.121  0.0271
H  -1.547  2.122  0.173  -0.0191
H  -0.035  2.550  0.920  -0.0286
H  -2.163  2.698  -1.964  0.0102
H  -1.402  3.533  -4.174  0.0066
H  2.344  4.741  -2.478  0.0024
H  1.616  3.915  -0.227  0.0063
S  1.599  0.955  -2.711  0.2103
C  0.681  0.843  -4.154  0.0122
N  1.007  1.561  -5.230  0.0154
C  0.002  1.413  -6.285  0.0037
C  -0.844  0.233  -5.766  -0.0006
N  -0.358  0.067  -4.394  -0.0048
H  1.630  2.351  -5.177  -0.0177
H  0.474  1.198  -7.241  0.0002
H  -0.568  2.340  -6.382  0.0011
H  -0.659  -0.679  -6.335  0.0001
H  -1.913  0.436  -5.767  -0.0001
H  -0.856  -0.418  -3.649  -0.0026

Results
Expectation value of S²: 2.033
Molecular weight: 901.2 u
Spin multiplicity: 3
DFT total energy: -88160.3304 eV
Frontier orbital gap (spin up / spin down): 7.60 / 4.64 eV

---

(10)
The following is a DFT calculation (the ωB97M-V functional and the def2-TZVPD basis) of a molecular structure, C5H9NO.

Last column: Mulliken charge in e.
Atoms and positions in Å:
C  1.799  -0.209  -0.119  -0.4710
C  1.021  1.087  0.100  -0.5068
C  -0.383  0.658  -0.325  -0.2185
C  -1.735  -0.765  -0.165  -0.6223
C  -0.331  -0.703  0.380  0.1636
H  2.125  -0.300  -1.224  0.2327
H  2.707  -0.475  0.463  0.2869
H  1.546  1.895  -0.400  0.3233
H  0.945  1.285  1.291  0.2110
H  -0.348  0.488  -1.428  0.2965
H  -2.000  0.936  0.986  0.3199
H  -2.443  -1.520  0.221  0.3304
H  -1.673  -1.036  -1.240  0.2721
H  -0.312  -0.643  1.520  0.2842
N  -1.805  0.653  -0.031  -0.4605
O  0.885  -1.350  -0.029  -0.4414

Results
Molecular weight: 99.1 u
DFT total energy: -8864.6825 eV
Frontier orbital gap: 10.07 eV

---

(11)
The following is a DFT calculation (the ωB97M-V functional and the def2-TZVPD basis) of C4H5NO2 in the gas phase.

Last column: Mulliken charge in e.
Atoms and positions in Å:
C  0.294  0.520  0.030  0.7777
C  0.459  -0.129  -1.299  -1.1429
C  -0.192  -0.161  1.290  -0.0617
O  0.147  1.931  0.011  -0.5148
C  -0.848  -1.434  1.183  0.0457
O  1.203  -0.120  1.038  -0.4443
N  -1.421  -2.439  1.120  -0.3861
H  -0.630  2.212  -0.501  0.3378
H  -0.563  0.496  2.073  0.3619
H  -0.475  -0.103  -1.867  0.3191
H  0.793  -1.169  -1.207  0.3789
H  1.232  0.395  -1.871  0.3288

Results
Molecular weight: 99.1 u
SMILES: C[C@]1(O)O[C@@H]1C#N
DFT total energy: -9812.1319 eV
Frontier orbital gap: 11.15 eV

---

(12)
The following is a DFT calculation (the ωB97M-V functional and the def2-TZVPD basis) of a gas-phase ion, C4H7O2Se (charge -1).

Last column: Mulliken charge in e.
Atoms and positions in Å:
C  1.081  1.493  0.340  0.5977
C  0.960  -1.163  0.538  -1.0682
C  -1.705  0.015  -1.277  -0.8884
C  0.168  0.117  0.880  -0.2939
O  2.257  1.388  0.648  -0.6719
O  0.362  2.343  -0.148  -0.6490
Se  -1.754  0.042  0.662  0.0152
H  1.950  -0.761  0.248  0.3070
H  0.969  -1.775  1.404  0.2640
H  0.725  -1.708  -0.356  0.3290
H  -1.767  1.053  -1.489  0.2325
H  -0.892  -0.665  -1.601  0.1981
H  -2.534  -0.481  -1.788  0.3505
H  0.177  0.102  1.939  0.2773

Results
Molecular weight: 166.1 u
SMILES: C[Se][C@@H](C)C(=O)[O-]
DFT total energy: -73703.3198 eV
Frontier orbital gap: 6.88 eV
Net charge: -1